An isolated ion of composition C4H10NOS and charge -1 in a non-equilibrium geometry, computed with the ωB97M-V functional and the def2-TZVPD basis.

Values from the calculation:
Relative energy (zero: lowest compared OMol25 entry of this formula, charge and spin): 2.726 eV
Strongest force on any atom: 2.4 eV/Å
Multiplicity: 1
Energy: -686.56444 Ha
SMILES string: N[C@@H](C[O-])CCS
Charge: -1

Element x y z (Å)
1 H -0.829 -1.397 1.318
2 H -2.036 -0.352 1.477
3 H 0.476 1.529 1.720
4 H -0.097 -1.928 -0.934
5 H -1.279 0.722 -0.643
6 N -1.410 -0.764 0.780
7 C 0.739 -0.004 -0.179
8 H 1.666 -1.934 -0.727
9 C -0.711 0.346 0.220
10 S 0.925 -1.108 -2.844
11 C 0.805 -1.323 -0.990
12 H 1.249 -0.151 0.767
13 C -0.549 1.609 1.239
14 O -1.475 1.625 2.175
15 H 1.771 -0.095 -3.047
16 H -0.432 2.463 0.469
17 H 1.185 0.761 -0.799

A 2-piece molecular cluster, C4H10NOS overall in a non-equilibrium geometry, computed with the ωB97M-V functional and the def2-TZVPD basis.

Values from the calculation:
Relative energy (zero: lowest compared OMol25 entry of this formula, charge and spin): 1.059 eV
Strongest force on any atom: 3.6 eV/Å
Multiplicity: 1
Energy: -686.33209 Ha
Charge: +1

Element x y z (Å)
1 C 0.860 -1.239 -1.083
2 H -0.023 3.001 -0.844
3 H 1.747 -1.167 -1.684
4 H 2.173 -2.050 0.619
5 H 0.273 -1.961 0.787
6 H 0.101 2.728 0.881
7 H -2.068 -1.297 1.938
8 C 1.160 -1.478 0.425
9 H -2.365 0.191 1.222
10 H -1.368 2.146 0.013
11 C 0.380 0.900 -0.057
12 N 0.198 0.054 -1.046
13 H 0.180 -1.983 -1.602
14 C -0.237 2.249 -0.082
15 H -0.453 0.282 -1.896
16 S 1.318 0.283 1.204
17 O -1.875 -0.659 1.206

C4H10NOS2 as an isolated structure in a non-equilibrium geometry, computed with the ωB97M-V functional and the def2-TZVPD basis.

Values from the calculation:
Relative energy (zero: lowest compared OMol25 entry of this formula, charge and spin): 1.883 eV
Strongest force on any atom: 2.8 eV/Å
Multiplicity: 1
Energy: -1084.70247 Ha
Charge: -1

Element x y z (Å)
1 C -0.831 0.013 -0.653
2 H 2.577 -0.264 0.203
3 H -0.357 -2.259 0.592
4 H -3.084 -0.053 -0.456
5 H -1.004 0.361 -1.738
6 S 0.229 -2.672 1.709
7 C -2.193 0.008 0.162
8 S 0.649 0.525 1.694
9 C 0.173 0.978 0.063
10 H -2.078 -0.965 0.838
11 H 0.464 -1.076 2.114
12 O 3.434 0.298 -1.382
13 C 1.338 1.064 -0.839
14 H -2.299 1.020 0.656
15 H -0.350 -1.002 -0.677
16 N 2.422 0.311 -0.642
17 H -0.256 2.120 0.152
18 H 1.165 1.592 -1.795

An isolated ion of composition C4H10NOS2 and charge +1 in a non-equilibrium geometry, computed with the ωB97M-V functional and the def2-TZVPD basis.

Values from the calculation:
Relative energy (zero: lowest compared OMol25 entry of this formula, charge and spin): 1.261 eV
Strongest force on any atom: 2.9 eV/Å
Multiplicity: 1
Energy: -1084.46104 Ha
SMILES string: SCO[C@@H]1[NH2+]CCS1
Charge: +1

Element x y z (Å)
1 H -2.190 -1.142 1.566
2 C 1.303 -0.660 -1.418
3 H 2.123 -1.388 -1.798
4 H 2.494 -0.311 0.360
5 H 2.665 0.984 -0.992
6 S 0.017 -1.568 -0.341
7 S -2.781 -0.736 -0.671
8 H -3.091 0.500 -1.004
9 C -2.435 -0.204 0.993
10 H 0.385 1.504 -0.326
11 H 0.928 -0.063 -2.238
12 H 1.379 1.461 1.002
13 C 0.000 -0.090 0.873
14 C 2.039 0.240 -0.467
15 N 1.001 0.948 0.254
16 H -3.112 0.519 1.508
17 O -1.176 0.575 0.877
18 H 0.453 -0.570 1.821

A 2-piece molecular cluster, C4H10NP overall in a non-equilibrium geometry, computed with the ωB97M-V functional and the def2-TZVPD basis.

Values from the calculation:
Relative energy (zero: lowest compared OMol25 entry of this formula, charge and spin): 1.238 eV
Strongest force on any atom: 5.1 eV/Å
Multiplicity: 1
Energy: -554.43922 Ha
SMILES string: CP(C)C.C#N
Charge: 0

Element x y z (Å)
1 C -0.294 -1.150 0.888
2 C 1.368 -0.394 -1.140
3 H 0.436 1.778 0.746
4 H -0.601 2.236 -0.837
5 H 1.502 0.110 -2.218
6 H 1.919 0.177 -0.390
7 C -3.475 -0.216 -0.159
8 C -0.485 1.616 0.034
9 H -1.104 -0.905 1.705
10 H -0.281 -2.278 0.649
11 H 0.777 -1.029 1.481
12 H -3.073 -0.964 -0.840
13 P -0.362 -0.119 -0.619
14 N -3.792 0.611 0.556
15 H 1.422 -1.412 -1.295
16 H -1.279 1.650 0.776

C4H10NP in the gas phase in a non-equilibrium geometry, computed with the ωB97M-V functional and the def2-TZVPD basis.

Values from the calculation:
Relative energy (zero: lowest compared OMol25 entry of this formula, charge and spin): 2.063 eV
Strongest force on any atom: 4.2 eV/Å
Multiplicity: 1
Energy: -554.40890 Ha
SMILES string: C=NP(=C)(C)C
Charge: 0

Element x y z (Å)
1 P 0.239 0.195 0.218
2 N -1.315 1.081 0.510
3 H -0.622 -1.970 0.110
4 H 0.631 -1.755 -1.126
5 C 1.476 -0.188 1.407
6 H 2.015 0.655 1.607
7 H 0.910 -0.435 2.313
8 H -1.010 -0.899 -1.444
9 H 1.086 2.164 -1.030
10 C -2.480 0.680 0.472
11 H -2.715 -0.335 0.015
12 C -0.281 -1.278 -0.650
13 H 2.048 0.586 -1.171
14 H -3.157 1.397 1.001
15 H 0.508 0.768 -1.996
16 C 1.012 1.094 -1.097